{"formula": "C33H24N5O2PbS", "method": "ωB97M-V/def2-TZVPD", "symbols": ["Pb", "S", "O", "O", "N", "N", "N", "N", "N", "C", "C", "C", "C", "C", "C", "C", "C", "C", "C", "C", "C", "C", "C", "C", "C", "C", "C", "C", "C", "C", "C", "C", "C", "C", "C", "C", "C", "C", "C", "C", "C", "C", "H", "H", "H", "H", "H", "H", "H", "H", "H", "H", "H", "H", "H", "H", "H", "H", "H", "H", "H", "H", "H", "H", "H", "H"], "coordinates": [[0.000000, 0.000000, 0.000000], [-1.299962, -2.516909, 1.567331], [-1.598643, -3.950439, 1.613658], [-1.202238, -1.882654, 2.882210], [-0.210367, -2.006135, 0.513345], [1.634843, -0.725026, -1.030888], [1.409380, 1.611630, 0.313527], [-0.668911, 0.186441, 2.049368], [-1.262747, 1.658754, -0.149186], [3.019731, 3.832780, -0.136724], [-0.360341, -0.532203, 3.143306], [2.525732, -0.091833, -1.819959], [-1.072893, 3.946326, -0.949381], [-5.378784, -1.126387, -0.025470], [-3.312810, 2.409326, 0.920349], [-3.223322, -2.154130, -0.393495], [-1.781570, 0.936947, 2.058008], [-0.298887, 5.077329, -1.205357], [-2.091996, 1.703944, 0.929280], [-2.646094, 0.951013, 3.181331], [1.643722, 3.894029, -0.401346], [3.069580, -4.107704, -1.073775], [2.730979, 1.587857, 0.560888], [-2.897401, -1.911211, 0.944074], [0.854344, 2.745091, -0.143420], [-5.044619, -0.888804, 1.311064], [1.058856, 5.057148, -0.920417], [-3.827827, 1.704318, 3.160172], [-2.296497, 0.185793, 4.303587], [1.790306, -2.039779, -0.774020], [-4.468505, -1.756067, -0.877681], [3.611025, -0.707464, -2.405119], [3.575314, 2.660914, 0.356855], [-0.524734, 2.779143, -0.379228], [2.887494, -2.746540, -1.333572], [-4.165750, 2.424028, 2.022982], [-1.131058, -0.567450, 4.288191], [1.099202, -4.080892, 0.303121], [-3.798188, -1.280140, 1.801563], [3.791359, -2.059137, -2.156372], [2.177613, -4.771817, -0.249865], [0.862808, -2.712799, 0.047814], [-0.762396, 5.959938, -1.631455], [-2.125955, 3.965558, -1.210229], [-3.537140, -1.119070, 2.843369], [3.902909, -4.653800, -1.503314], [-5.088746, 2.990989, 1.980324], [4.632237, 2.583257, 0.572763], [-2.930807, 0.175135, 5.183333], [2.327458, 0.964457, -1.969255], [-4.493657, 1.717429, 4.015887], [2.303811, -5.827419, -0.031516], [3.096318, 0.641136, 0.942506], [-4.728304, -1.948654, -1.913907], [3.654956, 4.693327, -0.317313], [1.658157, 5.938281, -1.121112], [-3.607830, 2.948350, 0.026006], [-0.862234, -0.559351, -1.491485], [0.432472, -4.654624, 0.941697], [-2.513774, -2.665363, -1.039007], [4.636761, -2.575529, -2.600655], [0.561419, -1.097045, 3.060540], [4.295401, -0.151750, -3.032607], [-0.833377, -1.165902, 5.138506], [-5.756766, -0.409979, 1.975856], [-6.352869, -0.827918, -0.401230]], "forces_ev_per_a": [[-1.23, 1.75, -2.66], [-2.81, -2.90, -3.84], [1.33, 1.15, 0.22], [-1.13, -5.22, -0.70], [-2.06, -2.39, 3.19], [1.98, -1.14, -0.54], [0.42, 0.33, 0.69], [1.28, 1.41, 2.15], [-1.06, 0.28, 0.10], [1.15, 0.41, 0.03], [1.66, 0.02, -3.13], [0.72, 1.20, -0.87], [0.01, 0.10, 0.03], [0.33, -0.06, 0.20], [0.41, -0.20, 0.07], [-0.01, 0.05, 0.21], [-1.72, 0.87, 1.34], [-0.02, -0.38, 0.21], [-2.31, 0.64, 0.23], [-0.35, 1.24, -0.81], [-0.29, 0.59, -0.29], [-0.34, -0.53, 0.40], [1.49, -0.42, 0.58], [0.39, 0.53, -0.32], [-0.36, 1.71, -0.44], [0.09, -0.27, -0.30], [-0.60, 0.01, -0.11], [-0.16, 0.44, -0.53], [2.53, -1.55, 1.35], [0.26, -1.44, 0.05], [0.08, -0.03, 0.36], [-0.82, 0.42, 0.36], [-0.61, -0.71, 0.21], [0.48, 2.49, -1.34], [0.12, -0.63, 0.07], [0.30, -0.27, 0.34], [-2.62, 4.67, 4.97], [-0.13, -0.45, 0.27], [-0.07, -0.48, -0.20], [0.89, 0.07, -0.60], [-0.19, 0.53, 0.01], [2.20, -2.67, -0.90], [0.01, -0.02, 0.00], [0.09, -0.10, 0.06], [-0.18, -0.24, -0.38], [0.03, 0.22, -0.08], [0.02, -0.03, 0.03], [-0.03, -0.11, 0.04], [-0.06, -0.06, -0.10], [0.10, -0.07, -0.06], [0.11, -0.11, 0.09], [-0.04, 0.10, 0.02], [0.20, 0.02, -0.05], [0.04, 0.05, 0.12], [-0.15, 0.04, -0.04], [0.15, -0.12, 0.06], [0.18, -0.11, 0.06], [-0.45, -0.01, -0.30], [0.02, 0.34, -0.17], [-0.05, 0.19, 0.08], [-0.13, -0.12, 0.14], [0.77, 0.90, 0.58], [-0.12, 0.09, 0.04], [0.03, 0.02, -0.13], [0.12, -0.02, -0.09], [0.11, 0.01, 0.04]], "charge": -1, "multiplicity": 1, "homo_lumo_gap_ev": [4.48, 4.71], "homo_ha": [-0.0728, -0.0812], "energy_ev": -62231.9468, "e_lumo_ev": [2.50, 2.51]}